{"formula": "C48H51AsMnN10O2", "method": "ωB97M-V with the def2-TZVPD basis set", "spin_multiplicity": 2, "s_squared": 1.03, "gap_ev": [6.62, 6.76], "charge": 0, "e_lumo_ev": [0.389, 0.388], "e_homo_ev": [-6.2, -6.4], "species": ["Mn", "O", "C", "N", "C", "C", "C", "C", "C", "C", "N", "C", "O", "C", "C", "C", "C", "C", "N", "C", "C", "C", "C", "C", "N", "H", "H", "H", "H", "H", "H", "H", "H", "H", "H", "H", "H", "C", "N", "C", "C", "N", "C", "C", "N", "C", "C", "N", "C", "N", "C", "C", "C", "N", "C", "H", "H", "H", "H", "H", "H", "H", "H", "H", "H", "H", "H", "H", "H", "H", "H", "H", "H", "H", "H", "H", "H", "H", "H", "C", "C", "C", "C", "C", "C", "As", "C", "C", "C", "C", "C", "C", "C", "C", "C", "C", "C", "C", "H", "H", "H", "H", "H", "H", "H", "H", "H", "H", "H", "H", "H", "H", "H"], "positions_angstrom": [[-0.756, 0.045, -0.090], [-0.175, -3.674, 1.449], [-0.374, -2.480, 1.201], [-1.029, -1.878, 0.220], [-1.734, -2.518, -0.799], [-2.178, -3.838, -0.769], [-2.899, -4.352, -1.841], [-3.166, -3.558, -2.947], [-2.727, -2.239, -2.980], [-2.021, -1.693, -1.911], [-1.564, -0.349, -1.924], [-0.717, -0.113, -2.972], [-0.869, 0.631, -3.918], [0.617, -0.849, -2.833], [1.372, -1.233, -3.929], [2.547, -1.934, -3.706], [2.921, -2.218, -2.402], [2.114, -1.766, -1.369], [0.995, -1.084, -1.573], [0.113, -1.431, 2.187], [0.539, -1.787, 3.460], [0.753, -0.791, 4.393], [0.535, 0.532, 4.030], [0.159, 0.806, 2.730], [-0.030, -0.150, 1.819], [-1.927, -4.456, 0.081], [-3.235, -5.382, -1.815], [-3.719, -3.958, -3.788], [-2.941, -1.608, -3.835], [1.022, -0.988, -4.922], [3.158, -2.263, -4.537], [3.821, -2.775, -2.180], [2.366, -1.970, -0.334], [0.662, -2.840, 3.673], [1.077, -1.039, 5.396], [0.671, 1.344, 4.732], [0.013, 1.821, 2.382], [1.543, 1.946, -2.131], [1.381, 3.094, -1.269], [1.798, 4.371, -1.829], [1.236, 5.352, -0.824], [0.084, 4.629, -0.299], [-0.562, 5.215, 0.864], [0.206, 3.269, -0.565], [-0.606, 2.312, -0.240], [-1.949, 2.729, 0.192], [-2.979, 1.750, -0.329], [-2.814, 0.504, 0.408], [-3.801, -0.268, 0.683], [-5.155, -0.123, 0.345], [-5.863, 1.142, 0.492], [-5.892, -1.292, 0.827], [-4.788, -2.310, 1.085], [-3.613, -1.490, 1.316], [-3.025, -1.492, 2.642], [2.603, 1.802, -2.345], [0.984, 2.051, -3.067], [1.190, 1.075, -1.600], [1.364, 4.510, -2.828], [2.883, 4.424, -1.914], [0.935, 6.302, -1.266], [1.960, 5.546, -0.025], [0.001, 6.106, 1.141], [-0.551, 4.539, 1.721], [-1.591, 5.518, 0.675], [-2.203, 3.718, -0.187], [-2.025, 2.748, 1.285], [-2.770, 1.526, -1.379], [-3.960, 2.209, -0.268], [-5.408, 1.780, 1.254], [-6.882, 0.919, 0.807], [-5.932, 1.699, -0.442], [-6.597, -1.641, 0.071], [-6.453, -1.043, 1.736], [-4.628, -2.945, 0.211], [-4.990, -2.949, 1.944], [-3.781, -1.330, 3.424], [-2.285, -0.698, 2.706], [-2.525, -2.444, 2.829], [4.340, -1.783, 4.625], [4.319, -0.417, 4.866], [4.004, 0.473, 3.847], [3.710, 0.010, 2.567], [3.704, -1.367, 2.348], [4.027, -2.258, 3.361], [3.118, 1.161, 1.093], [3.450, 2.887, 1.953], [2.363, 3.688, 2.276], [2.538, 4.889, 2.955], [3.812, 5.306, 3.306], [4.909, 4.515, 2.983], [4.727, 3.312, 2.319], [4.698, 1.137, -0.068], [5.078, 2.306, -0.724], [6.094, 2.292, -1.670], [6.744, 1.105, -1.976], [6.371, -0.064, -1.329], [5.351, -0.048, -0.387], [4.590, -2.474, 5.421], [4.547, -0.035, 5.854], [3.986, 1.533, 4.062], [3.411, -1.766, 1.385], [4.013, -3.323, 3.162], [1.366, 3.374, 1.990], [1.677, 5.497, 3.207], [3.954, 6.242, 3.832], [5.907, 4.833, 3.257], [5.587, 2.695, 2.083], [4.582, 3.241, -0.491], [6.376, 3.212, -2.167], [7.538, 1.090, -2.713], [6.874, -0.996, -1.558], [5.081, -0.975, 0.105]], "mulliken_charge": [1.13, -0.85, -0.31, 1.37, 0.35, -0.13, -0.79, -0.77, -0.61, -0.66, 0.46, -0.72, -0.69, 1.12, -1.07, -0.87, -0.87, -0.51, 0.54, 0.41, -1.09, -0.92, -0.92, -0.44, 1.75, 0.48, 0.40, 0.42, 0.50, 0.58, 0.44, 0.51, 0.33, 0.61, 0.46, 0.51, -0.17, -0.92, 0.72, -0.66, -0.63, 0.13, -1.14, -0.51, 0.71, -0.59, -1.47, 0.20, -0.22, -0.11, -1.27, -0.84, -0.71, 0.89, -1.20, 0.30, 0.73, -0.46, 0.27, 0.33, 0.46, 0.28, 0.45, 0.23, 0.36, 0.79, -0.02, 0.15, 0.50, 0.42, 0.46, 0.34, 0.41, 0.49, 0.19, 0.41, 0.36, 0.23, 0.37, -0.63, -0.83, -0.64, 0.91, -0.09, -1.13, 1.94, 0.00, -0.05, -0.70, -0.76, -0.73, -0.12, -0.03, -0.14, -0.75, -0.65, -0.71, -0.38, 0.38, 0.42, 0.34, -0.09, 0.45, -0.17, 0.43, 0.40, 0.41, 0.47, 0.40, 0.42, 0.38, 0.45, 0.37]}


{"formula": "C48H51BINO2P2Sb2Sn", "method": "ωB97M-V with the def2-TZVPD basis set", "gap_ev": 7.49, "charge": 2, "e_lumo_ev": -5.315, "e_homo_ev": -12.8, "species": ["Sn", "I", "C", "C", "C", "C", "C", "C", "C", "C", "C", "C", "H", "H", "H", "H", "H", "H", "C", "Sb", "C", "C", "C", "C", "C", "C", "C", "C", "C", "Sb", "C", "C", "H", "H", "H", "H", "H", "H", "H", "H", "H", "H", "H", "H", "H", "H", "H", "H", "H", "H", "H", "H", "O", "P", "C", "P", "O", "C", "C", "C", "C", "C", "C", "C", "C", "C", "C", "C", "C", "C", "C", "C", "C", "C", "C", "C", "C", "C", "C", "C", "C", "H", "H", "H", "H", "H", "H", "H", "H", "H", "H", "H", "H", "H", "H", "H", "H", "H", "H", "H", "H", "H", "H", "B", "C", "N", "H", "H", "H"], "positions_angstrom": [[-0.024, -0.699, 0.618], [2.615, -1.292, 2.313], [2.157, 0.519, 3.259], [3.061, 0.935, 4.193], [2.831, 2.104, 4.943], [1.689, 2.815, 4.742], [0.735, 2.402, 3.778], [-0.453, 3.159, 3.618], [-1.405, 2.799, 2.715], [-1.187, 1.664, 1.908], [-0.047, 0.907, 2.022], [0.953, 1.235, 2.988], [3.958, 0.359, 4.373], [3.557, 2.415, 5.681], [1.481, 3.705, 5.322], [-0.589, 4.033, 4.244], [-2.315, 3.373, 2.605], [-1.935, 1.414, 1.162], [-3.460, -1.334, -1.938], [-2.486, -1.880, -0.144], [-2.144, -3.948, -0.395], [-4.101, -1.802, 1.281], [-4.368, -3.165, 1.845], [-5.211, -4.023, 1.142], [-5.439, -5.320, 1.568], [-4.816, -5.776, 2.720], [-3.997, -4.924, 3.441], [-3.764, -3.612, 3.028], [-2.918, -2.717, 3.884], [-0.888, -2.434, 3.210], [-0.201, -1.441, 4.962], [-0.139, -4.403, 3.487], [-4.239, -2.076, -2.116], [-2.760, -1.329, -2.771], [-3.910, -0.352, -1.823], [-3.106, -4.441, -0.509], [-1.629, -4.353, 0.473], [-1.528, -4.097, -1.280], [-4.949, -1.441, 0.700], [-3.872, -1.050, 2.033], [-5.705, -3.663, 0.246], [-6.104, -5.965, 1.011], [-4.985, -6.785, 3.069], [-3.545, -5.272, 4.361], [-2.826, -3.133, 4.887], [-3.348, -1.721, 3.993], [-0.503, -2.021, 5.833], [-0.649, -0.450, 5.016], [0.881, -1.348, 4.952], [-0.104, -4.634, 4.550], [0.859, -4.486, 3.062], [-0.803, -5.106, 2.987], [1.622, 0.023, -0.563], [2.244, 1.370, -0.940], [0.899, 2.537, -1.274], [-0.534, 1.669, -1.974], [-1.027, 0.616, -0.983], [-0.061, 0.921, -3.519], [0.051, -0.464, -3.616], [0.436, -1.041, -4.816], [0.725, -0.235, -5.907], [0.625, 1.149, -5.810], [0.223, 1.729, -4.620], [-1.772, 2.914, -2.294], [-2.974, 2.482, -2.859], [-3.970, 3.396, -3.152], [-3.769, 4.746, -2.891], [-2.574, 5.182, -2.339], [-1.573, 4.269, -2.041], [3.297, 2.088, 0.309], [4.544, 1.482, 0.491], [5.428, 1.990, 1.426], [5.084, 3.117, 2.163], [3.852, 3.727, 1.980], [2.954, 3.212, 1.058], [3.230, 1.166, -2.405], [3.887, 2.272, -2.949], [4.682, 2.111, -4.068], [4.833, 0.847, -4.633], [4.190, -0.251, -4.083], [3.380, -0.097, -2.967], [1.253, 3.316, -1.951], [0.557, 2.997, -0.343], [-0.144, -1.089, -2.753], [0.527, -2.116, -4.890], [1.030, -0.686, -6.842], [0.847, 1.771, -6.666], [0.116, 2.807, -4.557], [-3.119, 1.434, -3.089], [-4.898, 3.062, -3.594], [-4.545, 5.461, -3.128], [-2.418, 6.234, -2.143], [-0.649, 4.628, -1.607], [4.823, 0.619, -0.101], [6.393, 1.522, 1.565], [5.786, 3.527, 2.877], [3.590, 4.606, 2.553], [1.996, 3.698, 0.935], [3.798, 3.252, -2.492], [5.194, 2.962, -4.495], [5.464, 0.722, -5.502], [4.316, -1.235, -4.514], [2.882, -0.957, -2.541], [2.101, -3.721, -2.183], [1.320, -3.021, -1.034], [0.732, -2.502, -0.173], [3.244, -3.338, -2.074], [1.579, -3.318, -3.202], [1.968, -4.907, -2.027]], "mulliken_charge": [1.88, 0.33, 0.16, -0.72, -1.05, -0.78, 0.93, -1.08, -1.09, -1.00, 0.24, 0.51, 0.51, 0.45, 0.46, 0.46, 0.48, 0.42, -1.44, 0.88, -1.18, -1.41, 0.56, -0.60, -0.68, -0.72, -0.78, 0.80, -1.53, 0.85, -1.28, -1.31, 0.67, 0.35, 0.42, 0.55, 0.19, 0.53, 0.77, 0.41, 0.40, 0.43, 0.43, 0.43, 0.77, 0.63, 0.63, 0.36, 0.33, 0.47, 0.39, 0.40, -0.72, 1.26, -1.60, 1.09, -0.04, 0.59, 0.19, -0.84, -0.74, -0.81, -1.00, 0.59, -0.63, -0.85, -0.56, -0.79, -0.45, 0.73, -0.90, -0.70, -0.66, -0.74, -0.31, 0.68, -0.93, -0.80, -0.53, -0.47, -0.05, 1.09, 0.59, 0.30, 0.45, 0.46, 0.49, 0.48, 0.51, 0.47, 0.44, 0.45, 0.35, 0.48, 0.49, 0.46, 0.46, 0.26, 0.42, 0.48, 0.45, 0.51, -0.17, 0.84, -0.02, -1.01, -0.14, -0.29, -0.13]}


Listing energy above the lowest of the compared OMol25 structures with the same formula, charge and spin for the structures above in their given order: 8.42, 0.00 kcal per mole.
Listing E for the structures above in their given order: -5944.5365, -3764.5696 hartree.